{"formula": "C5H8O2", "method": "wB97M-V/def2-TZVPD", "elements": ["C", "C", "O", "C", "O", "C", "C", "H", "H", "H", "H", "H", "H", "H", "H"], "coordinates": [[-1.1553, -1.0600, -1.2610], [-0.4827, -0.9567, 0.0862], [-0.5115, -1.9619, 0.7824], [0.2058, 0.2251, 0.6974], [0.2815, 0.0871, 2.0761], [0.2128, 1.6295, 0.1924], [1.4295, 0.7736, -0.0135], [-1.8928, -1.8343, -1.0173], [-1.6208, -0.1556, -1.6627], [-0.4995, -1.4997, -2.0216], [0.2220, -0.8762, 2.2127], [0.2588, 2.3749, 0.9820], [-0.3890, 1.9035, -0.6691], [1.6523, 0.4220, -1.0170], [2.2890, 0.9287, 0.6331]], "smiles": "CC(=O)C1(O)CC1", "fmax_ha_per_bohr": 0.013, "e_homo_ev": -9.60, "charge": 0, "de_lowest_kj_mol": 124.1, "lumo_ev": 0.950, "gap_ha": 0.3879}